No. 1
This record from OMol25 describes 2 unconnected molecules or ions with the total composition C3H11N at a distorted geometry. The level of theory is the ωB97M-V functional and the def2-TZVPD basis.

Output
* structure (SMILES): CC.CN
* largest force on an atom: 6.2 eV Å⁻¹
* E_tot: -4778.1514 eV
* gap between HOMO and LUMO: 10.414 eV

Element x y z (Å)
C1 -0.307 1.203 1.403
C2 -1.735 1.133 0.874
H1 0.262 2.162 0.870
H2 0.310 0.383 1.232
H3 -0.475 1.582 2.512
H4 -2.268 2.091 0.669
H5 -1.848 0.544 -0.007
H6 -2.393 0.538 1.543
C3 1.153 -1.150 -1.801
N1 1.641 -1.843 -0.598
H7 0.261 -0.551 -1.768
H8 0.747 -1.752 -2.593
H9 1.958 -0.577 -2.254
H10 1.776 -1.212 0.176
H11 0.918 -2.550 -0.259

Forces on the atoms, in the same order (eV/Å):
C -0.86 6.04 0.86
C -1.22 -0.58 0.26
H -1.33 -2.46 1.28
H 0.74 -1.59 0.21
H 1.17 -1.23 -2.00
H 0.77 -0.50 0.40
H 0.35 -0.24 -1.17
H 0.39 0.57 0.14
C 0.17 0.20 -0.25
N -1.88 -1.59 -0.10
H -0.34 1.17 1.18
H 0.68 -1.54 -0.26
H 0.02 0.15 0.11
H 0.02 0.31 -0.01
H 1.34 1.30 -0.66

Which charges does natural (NBO) predict for the atoms? In e, they are: -0.60 -0.62 0.19 0.20 0.21 0.21 0.20 0.20 -0.43 -0.83 0.17 0.20 0.19 0.35 0.35



No. 2
This record from OMol25 describes C4H6INO in the gas phase at a distorted geometry. The level of theory is the ωB97M-V functional and the def2-TZVPD basis.

Output
* largest force on an atom: 4.3 eV Å⁻¹
* E_tot: -15880.7700 eV
* gap between HOMO and LUMO: 9.505 eV

Element x y z (Å)
C1 0.891 -0.202 -1.433
C2 0.307 1.256 -1.049
C3 -0.719 -0.188 0.457
C4 -0.501 -0.801 1.768
N1 0.480 -1.172 -0.787
O1 -0.161 1.031 0.222
I1 2.355 -0.202 -2.942
H1 1.091 2.057 -1.053
H2 -0.613 1.337 -1.779
H3 -1.691 -0.410 0.053
H4 -0.532 -1.951 1.878
H5 -1.277 -0.299 2.491
H6 0.369 -0.456 2.174

Forces on the atoms, in the same order (eV/Å):
C -0.57 1.28 0.91
C -0.74 -1.72 -2.23
C 2.53 -1.87 -2.93
C -3.06 -0.57 1.95
N -1.38 0.99 1.11
O -0.58 0.29 2.12
I -0.06 -0.14 -0.05
H -1.13 -0.61 -0.16
H 1.91 0.62 0.97
H -0.31 0.28 -0.73
H -0.28 2.04 -0.69
H 0.93 -1.25 -1.15
H 2.73 0.65 0.88

Which charges does natural (NBO) predict for the atoms? In e, they are: 0.04 -0.13 0.32 -0.67 -0.46 -0.51 0.11 0.23 0.19 0.17 0.26 0.22 0.23



No. 3
This record from OMol25 describes C4H7NO in the gas phase. The level of theory is the ωB97M-V functional and the def2-TZVPD basis.

Output
* structure (SMILES): CN1C[C@H]1C=O
* largest force on an atom: 0.6 eV Å⁻¹
* E_tot: -7797.0358 eV
* gap between HOMO and LUMO: 10.423 eV

Element x y z (Å)
C1 1.646 0.190 -0.371
N1 0.199 0.345 -0.506
C2 -0.665 1.198 0.288
C3 -0.631 -0.272 0.516
C4 -1.433 -1.322 -0.182
O1 -1.131 -2.491 -0.105
H1 2.131 0.840 0.374
H2 2.121 0.361 -1.337
H3 1.859 -0.858 -0.139
H4 -0.253 1.801 1.109
H5 -1.464 1.705 -0.255
H6 -0.158 -0.586 1.450
H7 -2.256 -0.989 -0.845

Forces on the atoms, in the same order (eV/Å):
C 0.17 -0.03 -0.06
N 0.18 0.11 0.18
C 0.07 0.25 -0.09
C 0.05 -0.19 0.08
C -0.11 -0.47 0.22
O -0.27 0.55 0.06
H -0.30 -0.11 -0.01
H -0.07 0.28 0.00
H -0.07 0.19 0.15
H 0.07 -0.29 -0.30
H 0.14 -0.27 0.06
H 0.00 -0.09 -0.28
H 0.14 0.08 0.00

Which charges does natural (NBO) predict for the atoms? In e, they are: -0.42 -0.39 -0.23 -0.20 0.44 -0.52 0.18 0.21 0.21 0.20 0.21 0.20 0.12



No. 4
This record from OMol25 describes 10 unconnected molecules or ions with the total composition C13H12B2Cl36O7P at a distorted geometry. The level of theory is the ωB97M-V functional and the def2-TZVPD basis.

Output
* largest force on an atom: 3.0 eV Å⁻¹
* net charge: -1
* E_tot: -489460.2980 eV
* gap between HOMO and LUMO: 5.718 eV

Element x y z (Å)
C1 -0.612 -1.944 2.839
C2 -2.085 -1.788 2.593
O1 -2.443 -0.407 2.553
B1 -3.607 -0.133 1.869
O2 -3.425 0.876 0.923
B2 -5.091 -0.947 2.097
O3 -5.865 -0.791 3.365
C3 -7.097 -1.378 3.063
C4 -7.139 -1.614 1.526
P1 -7.117 -3.353 1.000
O4 -8.421 -3.943 1.097
O5 -6.041 -4.232 1.743
O6 -6.532 -3.393 -0.434
O7 -6.156 -0.806 1.036
H1 -0.066 -1.063 2.594
H2 -0.431 -2.250 3.844
H3 -0.247 -2.732 2.217
H4 -2.640 -2.280 3.366
H5 -2.360 -2.282 1.684
H6 -3.165 0.492 0.072
H7 -4.817 -2.181 2.079
H8 -7.827 -0.612 3.253
H9 -7.361 -2.218 3.682
H10 -8.131 -1.315 1.238
H11 -6.026 -3.955 2.672
H12 -5.626 -3.739 -0.401
C5 -3.701 -0.753 -3.179
Cl1 -1.979 -0.649 -2.806
Cl2 -4.182 0.710 -4.037
Cl3 -4.008 -2.132 -4.262
Cl4 -4.622 -0.943 -1.703
C6 -0.035 -4.641 -4.940
Cl5 -0.055 -4.875 -6.693
Cl6 1.436 -3.776 -4.486
Cl7 -1.442 -3.698 -4.466
Cl8 -0.066 -6.213 -4.139
C7 1.084 2.166 1.353
Cl9 -0.506 1.439 1.351
Cl10 2.250 1.060 2.097
Cl11 1.594 2.542 -0.306
Cl12 1.063 3.673 2.284
C8 4.736 2.988 -3.394
Cl13 5.370 4.631 -3.511
Cl14 5.032 2.134 -4.909
Cl15 5.540 2.141 -2.076
Cl16 3.008 3.042 -3.074
C9 6.095 2.144 4.266
Cl17 6.721 3.042 5.653
Cl18 7.159 2.354 2.878
Cl19 6.014 0.428 4.670
Cl20 4.490 2.724 3.850
C10 -2.522 -1.008 -7.929
Cl21 -4.164 -1.594 -8.192
Cl22 -1.581 -2.248 -7.105
Cl23 -1.774 -0.634 -9.488
Cl24 -2.575 0.441 -6.932
C11 10.507 2.372 0.111
Cl25 11.443 2.865 -1.300
Cl26 8.848 2.027 -0.379
Cl27 11.242 0.936 0.825
Cl28 10.499 3.676 1.298
C12 7.786 -1.590 0.890
Cl29 8.486 -0.618 2.178
Cl30 8.753 -1.430 -0.577
Cl31 7.742 -3.284 1.381
Cl32 6.144 -1.028 0.588
C13 0.098 7.914 2.527
Cl33 0.057 7.365 0.854
Cl34 1.383 9.110 2.724
Cl35 -1.450 8.642 2.949
Cl36 0.409 6.540 3.583

Forces on the atoms, in the same order (eV/Å):
C -0.23 -0.36 -0.16
C -0.14 0.59 0.60
O 0.68 -0.62 -0.15
B -0.97 0.48 0.21
O 0.21 0.40 -0.84
B 0.14 -0.98 0.20
O 0.42 -0.13 -0.15
C 0.07 1.01 -0.13
C -0.30 -0.45 0.92
P 0.23 1.12 0.89
O -2.84 -0.83 0.17
O 0.92 -0.50 1.20
O 1.37 -0.27 -1.97
O 0.99 0.55 -0.67
H 0.35 0.71 -0.05
H 0.34 0.07 0.90
H 0.44 -0.64 -0.49
H -0.48 -0.34 0.54
H -0.25 -0.17 -0.77
H -0.16 0.33 0.26
H 0.42 0.09 -0.21
H -0.82 0.28 0.28
H 0.07 -0.85 0.35
H -0.58 0.28 -0.67
H 0.40 -0.18 -0.16
H -0.23 0.30 -0.24
C -0.17 -0.05 0.03
Cl 0.17 -0.04 0.03
Cl -0.21 0.27 0.17
Cl -0.14 0.04 0.06
Cl -0.13 0.04 0.08
C -0.01 0.00 0.11
Cl 0.17 -0.28 -0.03
Cl 0.06 0.03 0.01
Cl 0.27 -0.46 0.37
Cl 0.00 -0.06 0.02
C -0.21 -0.05 -0.06
Cl 0.03 0.16 0.03
Cl -0.01 -0.14 -0.16
Cl 0.08 -0.10 0.19
Cl 0.03 0.00 -0.03
C -0.01 0.01 0.02
Cl 0.04 0.08 -0.01
Cl 0.02 -0.04 -0.09
Cl 0.09 -0.11 0.16
Cl -0.08 0.06 -0.22
C -0.11 0.00 -0.04
Cl 0.06 0.04 0.02
Cl 0.11 0.23 -0.06
Cl -0.03 -0.11 0.08
Cl 0.02 0.11 0.11
C 0.07 0.03 0.03
Cl -0.09 -0.05 -0.04
Cl -0.22 0.43 -0.51
Cl 0.02 0.03 -0.08
Cl 0.09 0.08 -0.09
C -0.02 0.00 0.02
Cl 0.04 0.03 -0.08
Cl -0.02 0.08 -0.01
Cl 0.08 0.02 -0.03
Cl 0.00 0.07 0.08
C -0.05 0.00 0.03
Cl 0.13 -0.18 0.09
Cl 0.01 -0.11 -0.07
Cl 0.02 -0.10 0.03
Cl -0.14 0.08 -0.10
C 0.00 -0.04 -0.05
Cl 0.00 -0.03 -0.09
Cl 0.07 0.07 0.01
Cl -0.08 0.05 0.02
Cl -0.01 0.05 0.19

Which charges does Löwdin predict for the atoms? In e, they are: -0.06 -0.25 0.00 -0.53 0.06 -0.60 -0.05 -0.20 -0.40 0.35 -0.26 -0.13 -0.12 -0.07 0.02 0.06 0.07 0.11 0.11 0.04 0.11 0.11 0.11 0.12 0.08 0.09 -2.02 0.53 0.51 0.48 0.67 -2.04 0.50 0.53 0.45 0.53 -2.01 0.67 0.50 0.48 0.48 -2.07 0.53 0.53 0.51 0.51 -2.06 0.53 0.48 0.52 0.52 -2.05 0.53 0.47 0.52 0.52 -2.05 0.53 0.49 0.51 0.53 -2.06 0.48 0.51 0.53 0.53 -2.07 0.53 0.51 0.53 0.50



No. 5
This record from OMol25 describes C23H24N6O2S2 in the gas phase at a distorted geometry. The level of theory is the ωB97M-V functional and the def2-TZVPD basis.

Output
* structure (SMILES): Cn1c(Cn2c(=O)sc3ccccc32)nnc1SCC(=O)N1CCN(c2ccccc2)CC1
* largest force on an atom: 1.2 eV Å⁻¹
* E_tot: -58947.9625 eV
* gap between HOMO and LUMO: 8.221 eV

Element x y z (Å)
C1 2.056 -3.426 -0.902
N1 0.710 -2.943 -1.031
C2 -0.359 -3.261 -0.239
N2 -1.443 -2.667 -0.660
N3 -1.109 -1.944 -1.736
C3 0.164 -2.106 -1.968
C4 0.919 -1.411 -3.044
N4 1.465 -0.150 -2.574
C5 2.798 -0.033 -2.319
O1 3.599 -0.936 -2.351
S1 3.181 1.659 -1.921
C6 1.494 2.108 -2.067
C7 0.928 3.354 -1.881
C8 -0.444 3.475 -2.009
C9 -1.227 2.372 -2.320
C10 -0.663 1.125 -2.528
C11 0.712 1.000 -2.406
H1 -1.276 0.266 -2.751
H2 -2.297 2.482 -2.403
H3 -0.906 4.438 -1.860
H4 1.547 4.200 -1.631
H5 0.240 -1.211 -3.876
H6 1.758 -2.023 -3.386
S2 -0.207 -4.240 1.181
C12 -1.881 -4.087 1.883
H7 -2.496 -4.861 1.425
H8 -1.760 -4.307 2.946
C13 -2.631 -2.769 1.690
O2 -3.770 -2.816 1.277
N5 -2.048 -1.621 2.088
C14 -0.772 -1.435 2.730
H9 -0.947 -0.920 3.684
C15 0.153 -0.551 1.878
N6 -0.516 0.693 1.591
C16 0.208 1.864 1.411
C17 1.597 1.867 1.266
C18 2.301 3.054 1.191
C19 1.643 4.269 1.241
C20 0.264 4.281 1.367
C21 -0.445 3.101 1.455
H10 -1.515 3.140 1.584
H11 -0.267 5.221 1.411
H12 2.196 5.195 1.184
H13 3.375 3.024 1.077
H14 2.144 0.939 1.197
C22 -1.776 0.479 0.909
H15 -1.615 -0.062 -0.035
C23 -2.700 -0.360 1.792
H16 -2.906 0.167 2.730
H17 -3.634 -0.580 1.276
H18 -2.244 1.432 0.676
H19 0.429 -1.086 0.956
H20 1.058 -0.357 2.455
H21 -0.286 -2.387 2.934
H22 2.757 -2.705 -1.326
H23 2.166 -4.382 -1.418
H24 2.279 -3.572 0.155

Forces on the atoms, in the same order (eV/Å):
C 0.50 -0.27 -0.04
N -0.87 0.25 0.09
C 0.08 0.08 -0.20
N -0.12 -0.69 0.65
N 0.23 0.54 -1.06
C -0.01 -0.13 0.04
C 0.01 -0.08 0.04
N -0.05 -0.32 -0.19
C 0.20 0.44 0.14
O 0.36 -0.31 -0.08
S -0.09 -0.07 -0.08
C 0.10 -0.15 -0.07
C 0.07 -0.20 -0.09
C -0.09 0.05 -0.03
C 0.03 0.12 -0.03
C 0.12 -0.14 -0.09
C -0.17 0.64 0.11
H -0.08 -0.06 0.00
H -0.12 0.01 -0.01
H -0.06 0.10 0.03
H 0.03 0.12 0.04
H 0.08 -0.07 0.07
H -0.13 0.15 -0.04
S 0.18 -0.35 0.24
C 0.09 -0.15 -0.39
H -0.02 0.20 0.14
H 0.03 0.01 -0.03
C -0.24 -0.28 0.35
O -0.23 -0.14 -0.05
N 0.05 0.37 0.13
C 0.38 0.01 0.06
H 0.07 -0.03 -0.05
C 0.01 -0.17 0.22
N -0.02 -0.15 0.17
C 0.19 0.17 0.02
C -0.07 -0.20 0.03
C 0.01 0.17 0.06
C 0.18 0.09 0.01
C -0.06 -0.01 0.02
C -0.07 0.06 -0.06
H -0.10 -0.02 0.04
H -0.06 0.08 0.01
H 0.06 0.09 0.00
H 0.10 -0.01 0.00
H 0.01 -0.10 -0.02
C -0.34 -0.06 0.07
H -0.03 0.09 0.05
C -0.18 0.15 -0.40
H -0.02 0.02 -0.05
H 0.08 0.06 0.10
H 0.00 -0.02 0.00
H 0.06 0.01 0.02
H -0.02 -0.01 -0.04
H -0.07 0.11 0.01
H -0.06 -0.05 0.07
H 0.03 0.02 0.05
H 0.05 0.05 -0.04

Which charges does natural (NBO) predict for the atoms? In e, they are: -0.43 -0.36 0.17 -0.32 -0.28 0.30 -0.27 -0.44 0.53 -0.63 0.31 -0.21 -0.21 -0.21 -0.21 -0.26 0.20 0.25 0.22 0.22 0.23 0.24 0.25 0.26 -0.61 0.26 0.25 0.71 -0.61 -0.45 -0.21 0.20 -0.22 -0.47 0.27 -0.30 -0.19 -0.27 -0.18 -0.28 0.21 0.21 0.21 0.21 0.21 -0.23 0.21 -0.23 0.19 0.25 0.21 0.17 0.22 0.22 0.26 0.21 0.22



No. 6
This record from OMol25 describes 4 unconnected molecules or ions with the total composition C20H45ClNO2. The level of theory is the ωB97M-V functional and the def2-TZVPD basis.

Output
* largest force on an atom: 0.7 eV Å⁻¹
* net charge: -1
* E_tot: -39578.8186 eV
* gap between HOMO and LUMO: 6.547 eV

Element x y z (Å)
O1 -1.938 5.554 -5.173
C1 -1.030 6.363 -4.905
O2 -0.840 7.537 -5.312
C2 0.053 5.839 -3.896
N1 -0.277 5.996 -2.460
Cl1 -1.610 7.044 -2.110
H1 0.984 6.371 -4.119
H2 0.199 4.764 -4.058
H3 0.498 6.450 -1.996
C3 -2.199 3.102 -3.086
C4 -2.470 1.734 -2.469
C5 -1.316 1.228 -1.604
C6 0.019 1.061 -2.328
C7 0.006 0.096 -3.515
C8 -0.391 -1.326 -3.126
H4 -1.352 3.086 -3.770
H5 -3.043 3.468 -3.668
H6 -1.983 3.845 -2.315
H7 -2.690 1.007 -3.259
H8 -3.369 1.782 -1.847
H9 -1.597 0.277 -1.137
H10 -1.163 1.931 -0.778
H11 0.758 0.699 -1.602
H12 0.375 2.038 -2.661
H13 1.008 0.082 -3.953
H14 -0.660 0.466 -4.298
H15 0.265 -1.699 -2.334
H16 -0.319 -2.012 -3.972
H17 -1.416 -1.368 -2.754
C9 -1.565 -2.292 0.648
C10 -1.827 -3.624 1.342
C11 -0.730 -4.011 2.333
C12 0.666 -4.147 1.721
C13 0.766 -5.144 0.568
C14 0.405 -6.572 0.963
H18 -0.659 -2.327 0.042
H19 -2.387 -2.019 -0.015
H20 -1.449 -1.493 1.381
H21 -1.948 -4.409 0.589
H22 -2.778 -3.574 1.880
H23 -1.008 -4.944 2.831
H24 -0.685 -3.252 3.121
H25 1.364 -4.445 2.511
H26 1.007 -3.168 1.373
H27 1.788 -5.125 0.180
H28 0.125 -4.821 -0.258
H29 1.047 -6.924 1.774
H30 0.524 -7.256 0.122
H31 -0.629 -6.647 1.302
C15 0.770 2.172 1.643
C16 0.993 0.672 1.795
C17 0.574 0.112 3.152
C18 1.340 0.683 4.347
C19 2.855 0.509 4.270
C20 3.296 -0.950 4.210
H32 1.369 2.757 2.342
H33 1.035 2.491 0.634
H34 -0.280 2.427 1.802
H35 2.043 0.434 1.599
H36 0.422 0.157 1.019
H37 0.684 -0.977 3.137
H38 -0.494 0.303 3.299
H39 0.974 0.200 5.259
H40 1.108 1.746 4.455
H41 3.307 0.986 5.144
H42 3.246 1.043 3.399
H43 2.934 -1.502 5.081
H44 4.384 -1.033 4.191
H45 2.914 -1.450 3.318

Forces on the atoms, in the same order (eV/Å):
O 0.03 0.03 -0.03
C 0.06 0.52 -0.06
O -0.07 -0.64 0.19
C 0.18 0.05 -0.23
N 0.24 -0.31 0.07
Cl -0.19 0.19 0.04
H -0.09 -0.04 0.07
H -0.06 0.13 -0.01
H -0.07 0.07 -0.03
C -0.11 -0.09 0.07
C 0.06 0.06 -0.06
C -0.03 -0.06 0.10
C 0.07 -0.01 0.02
C -0.02 -0.03 0.05
C 0.05 0.07 -0.01
H 0.01 0.01 -0.03
H 0.00 0.02 -0.01
H 0.04 0.02 -0.04
H 0.01 -0.03 0.01
H 0.00 -0.01 0.00
H 0.00 -0.03 0.00
H -0.02 0.02 -0.01
H 0.02 0.01 -0.01
H -0.02 0.01 -0.02
H -0.01 -0.02 -0.03
H -0.03 0.04 0.02
H -0.02 -0.04 0.01
H 0.01 0.02 -0.01
H -0.02 0.00 0.01
C -0.05 -0.05 -0.03
C 0.02 0.03 -0.01
C 0.00 0.00 0.01
C 0.01 0.01 0.01
C 0.01 -0.02 0.00
C 0.00 0.02 -0.02
H 0.00 0.03 0.00
H 0.00 0.00 0.01
H 0.03 0.06 0.02
H 0.01 -0.02 0.02
H -0.01 0.01 -0.01
H 0.02 -0.01 -0.01
H -0.02 0.01 0.01
H 0.00 0.00 -0.01
H -0.01 0.01 0.01
H 0.00 0.00 -0.01
H 0.00 0.02 0.00
H -0.01 0.00 0.01
H 0.01 -0.01 0.00
H 0.00 0.00 0.00
C 0.03 -0.03 -0.07
C -0.02 0.01 -0.02
C -0.03 -0.02 0.00
C -0.01 0.00 0.01
C 0.02 -0.03 0.01
C 0.01 0.03 -0.01
H 0.01 -0.03 0.02
H -0.02 0.06 0.00
H 0.00 0.01 0.02
H 0.00 -0.01 0.01
H -0.02 -0.04 -0.04
H -0.01 -0.01 0.00
H 0.00 0.00 -0.01
H 0.01 0.00 0.00
H 0.00 0.00 -0.01
H 0.01 0.00 0.00
H -0.01 0.01 0.00
H -0.01 -0.01 -0.01
H 0.00 0.00 0.01
H 0.00 0.00 0.00

Which charges does natural (NBO) predict for the atoms? In e, they are: -0.77 0.75 -0.77 -0.35 -0.61 0.05 0.18 0.18 0.35 -0.62 -0.40 -0.40 -0.40 -0.40 -0.61 0.21 0.23 0.22 0.18 0.19 0.18 0.20 0.19 0.22 0.20 0.20 0.19 0.20 0.20 -0.62 -0.40 -0.40 -0.40 -0.40 -0.61 0.20 0.22 0.20 0.19 0.20 0.20 0.20 0.20 0.20 0.20 0.20 0.20 0.21 0.20 -0.61 -0.40 -0.40 -0.40 -0.40 -0.61 0.20 0.22 0.21 0.19 0.21 0.20 0.20 0.19 0.20 0.20 0.20 0.20 0.21 0.20